Entry from the OMol25 dataset: the ion C4H9FN3 with charge +1 (ωB97M-V with the def2-TZVPD basis set).

Computed properties:
ΔE to the lowest compared entry with this formula, charge and spin	151.0	kJ/mol
SMILES string	CN1C=[NH+]N(C)[C@@H]1F
total charge	+1
largest force on an atom	2.98	eV/A
spin multiplicity	1
HOMO-LUMO gap	9.75	eV

Cartesian coordinates (Å):
C 0.62704 -1.31160 -0.12469
C 0.01791 0.84888 0.42547
C 2.54828 0.29980 -0.09079
C -2.46415 0.29420 -0.12881
N 1.13772 -0.10806 0.16478
N -1.19923 -0.04561 0.46210
N -0.70668 -1.27823 0.01282
F -0.04259 1.77239 -0.49743
H 1.09370 -2.23586 -0.50944
H 0.14249 1.22823 1.44921
H 2.90409 0.33540 -1.16964
H 2.61879 1.39760 0.27061
H 3.14801 -0.41494 0.47579
H -2.42024 1.35152 -0.57391
H -2.67645 -0.45939 -0.87867
H -3.30015 0.30686 0.67390
H -1.42854 -1.98121 0.03871